11
Properties=species:S:1:pos:R:3:forces:R:3 method="wB97M-V/def2-TZVPD" gap_ev=8.207 energy_ha=-339.355793 relative_energy_kcal_mol=141.7 multiplicity=1
N -0.4081 -1.8146 1.6950 0.118 0.183 -0.134
C 0.1248 -0.9007 0.9773 0.627 0.062 0.170
C -1.2485 -0.3712 -0.0467 -0.200 0.643 -0.738
N -1.3784 0.4343 -0.9233 0.068 -0.639 0.673
C 0.2768 1.5649 -1.5474 0.533 -0.015 0.226
C 1.2883 1.3431 -0.8985 -0.453 0.125 -0.315
O 1.1478 -0.2931 0.7459 -0.606 -0.364 0.136
H 0.3060 -2.1850 2.3252 -0.041 0.038 -0.057
H -2.0001 -1.0372 0.3768 0.016 0.028 -0.012
H -0.3378 2.0173 -2.2934 0.069 -0.080 0.121
H 2.2292 1.2422 -0.4110 -0.133 0.020 -0.069


39
Properties=species:S:1:pos:R:3:forces:R:3 method="wB97M-V/def2-TZVPD" gap_ev=8.337 energy_ha=-881.374936 relative_energy_kcal_mol=81.6 multiplicity=1
C -1.0740 0.0255 1.0753 -0.737 0.286 0.213
N 0.0561 0.3744 1.8847 1.111 0.523 1.512
C 1.2655 -0.2975 1.4612 0.008 -0.515 0.102
C 0.1210 1.6460 2.6381 0.895 -0.548 -1.696
C -0.1893 1.7983 4.1834 0.044 0.167 1.797
C -1.1952 0.8061 4.4941 -2.674 -2.459 -0.967
N -1.9425 -0.0934 4.4202 1.635 2.030 0.687
C -0.7627 3.2099 4.3801 -2.396 0.829 -1.371
O -1.8526 3.4162 3.8508 1.154 -0.015 1.012
C -0.0191 4.3392 5.0190 0.399 0.858 -0.229
C 1.3147 4.5193 4.6337 0.047 0.014 0.139
C 2.0867 5.5574 5.1539 -0.324 0.015 0.140
C 1.4935 6.4580 6.0461 -0.040 -0.253 -0.003
C 0.1319 6.3507 6.3755 0.268 -0.247 -0.103
C -0.6352 5.3164 5.8370 0.280 -0.567 -0.403
C 0.9389 1.5215 5.1830 1.384 -0.308 0.579
C 1.2884 2.1198 6.4216 0.185 0.316 -0.074
C 2.5204 1.8036 7.0415 -0.559 -0.372 -0.206
C 3.3898 0.8607 6.4874 -0.206 0.132 -0.259
C 3.0256 0.2546 5.2909 -0.187 -0.505 0.067
C 1.7824 0.5240 4.7359 0.526 0.157 -0.581
H -0.8379 -0.9679 0.6600 -0.521 0.464 -0.012
H -1.9628 -0.0441 1.7187 0.056 -0.090 -0.387
H -1.2937 0.7483 0.2543 0.225 -0.369 0.251
H 1.0096 -1.3668 1.4057 0.333 0.178 -0.120
H 1.6931 -0.0086 0.4802 -0.299 0.207 0.233
H 2.0490 -0.2269 2.2085 0.181 0.175 -0.147
H 1.1681 2.0264 2.5589 -0.819 0.096 -0.336
H -0.6250 2.2647 2.1326 0.324 0.488 0.263
H 1.7511 3.8365 3.9050 0.036 0.042 0.314
H 3.1503 5.6224 4.8968 -0.523 0.125 0.054
H 2.1041 7.2416 6.4917 -0.194 -0.118 -0.078
H -0.3167 7.0513 7.0864 0.138 -0.194 -0.407
H -1.7068 5.2516 6.0186 0.256 -0.080 0.133
H 0.6764 2.8949 6.9064 0.258 -0.499 -0.367
H 2.8149 2.2820 7.9766 -0.331 -0.034 -0.239
H 4.3206 0.5759 6.9785 -0.186 0.314 -0.131
H 3.6784 -0.4494 4.7716 -0.130 0.068 0.367
H 1.4425 0.0449 3.8293 0.384 -0.310 0.253


88
Properties=species:S:1:pos:R:3:forces:R:3 method="wB97M-V/def2-TZVPD" gap_ev="6.558 / 5.551" energy_ha=-6413.014857 s2=8.79 relative_energy_kcal_mol=26.4 multiplicity=6
Ir 0.2224 -0.5495 0.5042 -0.912 -0.564 -0.391
C 4.1632 -3.6497 -1.2363 -0.101 -0.268 -0.086
N 4.3090 -2.3844 -0.5584 -0.088 0.067 0.052
C 5.4000 -1.5617 -0.6253 0.211 0.543 0.255
C 5.1159 -0.4623 0.0994 0.290 -0.243 -0.349
N 3.8331 -0.6085 0.6058 0.019 -0.054 -0.040
C 3.3442 -1.8178 0.1978 -0.388 -0.152 0.036
S 1.8901 -2.6042 0.4953 -0.242 -0.044 0.252
C 3.2209 0.3718 1.4319 -0.246 0.061 0.144
C 3.7735 1.6452 1.5110 -0.058 -0.244 0.030
C 3.2456 2.5222 2.4359 -0.315 -0.171 0.168
C 2.1936 2.1096 3.2425 0.083 0.064 -0.133
C 1.6457 0.8659 3.0063 0.083 0.181 0.008
N 2.1334 0.0083 2.1068 0.402 0.066 -0.078
H 5.1458 -3.9750 -1.5666 0.017 -0.005 -0.025
H 3.4960 -3.5436 -2.0935 0.012 -0.031 0.061
H 3.7382 -4.3841 -0.5517 0.064 0.050 -0.086
H 6.2885 -1.8324 -1.1602 0.096 -0.004 -0.056
H 5.7252 0.3855 0.3176 0.125 0.139 0.017
H 4.5721 1.9558 0.8634 0.116 0.048 -0.095
H 3.6283 3.5232 2.5241 0.114 0.216 0.012
H 1.7705 2.7767 3.9746 -0.080 0.071 0.093
H 0.7561 0.5396 3.5252 -0.095 -0.005 0.049
S -0.4216 -1.9353 -1.5630 0.243 0.253 0.171
C -1.4661 -0.8788 -2.3886 -0.039 -0.084 0.046
C -1.5584 -0.9531 -3.7944 -0.063 0.065 -0.091
C -2.3698 -0.1028 -4.5043 0.094 -0.108 0.325
C -2.4174 -0.1870 -5.9259 0.029 0.023 0.086
N -2.4407 -0.2553 -7.0691 -0.013 -0.051 -0.469
C -3.1517 0.8612 -3.8138 0.173 -0.130 0.321
C -3.0975 0.9335 -2.4445 -0.012 -0.012 -0.121
C -2.2616 0.0778 -1.6932 -0.048 -0.054 0.098
S -2.2281 0.1980 0.0004 0.253 0.034 -0.060
C -3.9870 1.7652 -4.5351 0.032 -0.089 0.047
N -4.6677 2.4907 -5.1028 -0.256 0.302 -0.214
H -0.9593 -1.6854 -4.3162 0.013 -0.021 -0.033
H -3.6863 1.6730 -1.9231 -0.049 0.035 0.026
N -7.3168 -6.9479 4.7185 -0.361 -0.259 0.101
C -6.4093 -6.2943 4.4720 0.029 0.024 -0.015
C -5.2764 -5.4821 4.1667 0.264 0.187 -0.091
C -5.0201 -5.1140 2.8473 0.015 0.002 0.093
C -3.9154 -4.3400 2.5508 0.082 0.025 0.166
C -3.0771 -3.9177 3.5787 -0.324 -0.203 0.055
C -3.3347 -4.2750 4.8980 0.015 0.040 -0.138
C -4.4294 -5.0638 5.1902 -0.035 -0.009 -0.068
N -1.9567 -3.1182 3.2817 0.051 0.195 -0.139
C -0.7305 -3.1511 3.9014 0.236 -0.010 0.085
C 0.0320 -2.2197 3.2790 0.038 -0.035 0.259
N -0.7066 -1.5960 2.3087 0.050 -0.042 -0.215
C -1.8865 -2.1638 2.3262 -0.115 0.156 -0.034
H -5.6777 -5.4482 2.0587 -0.031 -0.018 -0.026
H -3.6938 -4.0798 1.5274 0.036 0.025 -0.088
H -2.6942 -3.9200 5.6912 0.047 0.026 0.032
H -4.6410 -5.3455 6.2107 -0.015 -0.022 0.042
H -0.5041 -3.8546 4.6745 0.043 -0.128 0.161
H 1.0585 -1.9638 3.4391 0.233 0.007 0.022
H -2.7085 -1.8933 1.6934 -0.143 0.014 -0.145
C -3.4028 9.8386 5.3669 -0.020 0.032 0.035
C -2.3521 9.0147 4.6866 0.012 0.012 -0.067
C -2.0625 9.2011 3.3370 0.055 -0.038 -0.007
C -1.0749 8.4606 2.7126 -0.066 0.056 0.041
C -0.3724 7.5186 3.4451 0.131 -0.137 -0.142
C -0.6428 7.3147 4.7858 0.011 -0.026 0.027
C -1.6316 8.0655 5.3991 0.058 -0.041 -0.025
S 0.8878 6.5702 2.6410 0.080 0.122 0.143
O 1.7593 7.4310 1.8967 -0.004 -0.009 -0.085
O 1.4685 5.7095 3.6442 -0.103 -0.133 -0.064
N -0.0001 5.7383 1.5382 0.351 0.024 -0.150
C -0.9664 4.7863 2.0622 -0.382 -0.448 0.101
C -1.3631 3.7936 0.9618 0.128 -0.071 0.039
C -0.2039 2.8593 0.5640 -0.987 0.312 0.757
O 0.6320 3.3126 -0.2427 0.834 0.832 -0.336
O -0.1599 1.7452 1.1212 0.090 -0.427 0.444
H -4.0989 10.2603 4.6477 -0.074 0.048 -0.053
H -2.9452 10.6641 5.9125 0.013 0.051 0.030
H -3.9650 9.2435 6.0833 -0.043 -0.030 0.051
H -2.6175 9.9354 2.7715 -0.052 0.071 -0.060
H -0.8446 8.6038 1.6697 0.015 0.038 -0.164
H -0.0781 6.5763 5.3313 0.058 -0.092 0.073
H -1.8483 7.9103 6.4460 -0.015 -0.025 0.110
H 0.6064 5.2900 0.8500 0.148 0.213 -0.082
H -1.8501 5.3452 2.3819 0.019 -0.106 0.043
H -0.5592 4.2541 2.9284 -0.077 -0.075 0.008
H -1.6438 4.3720 0.0824 -0.116 -0.016 -0.089
H -2.2118 3.1909 1.2921 0.112 0.074 0.015
Se 0.5618 2.7572 -2.6192 -0.145 0.261 -0.474
C 1.1744 1.3357 -1.7328 0.309 -0.907 0.584
N 1.4885 0.4682 -1.0212 0.081 0.574 -0.728


22
Properties=species:S:1:pos:R:3:forces:R:3 method="wB97M-V/def2-TZVPD" gap_ev=12.503 energy_ha=-329.484372 relative_energy_kcal_mol=77.3 total_charge=+1 multiplicity=1
C -3.0810 0.1159 0.1248 -2.513 0.158 -0.460
C -1.9308 -0.0455 0.3607 1.561 0.587 -0.591
N -0.5712 -0.4254 0.5694 -0.855 -1.489 -1.921
C -0.5983 -1.9030 0.1647 0.622 0.830 -0.473
C 0.6193 0.4343 -0.0351 -1.374 1.242 -1.681
C 1.9394 -0.2013 0.2994 1.299 0.711 -3.322
C 0.4739 0.4775 -1.6123 0.203 0.100 0.936
C 0.3370 1.6974 0.7628 0.388 2.497 -2.183
H -4.1786 0.2035 -0.0904 1.827 0.005 0.397
H -0.4727 -0.2623 1.5477 0.560 -0.647 1.340
H -1.5498 -2.2233 0.5089 -0.512 -0.917 -0.121
H -0.3447 -2.0796 -0.8898 -1.010 0.843 -0.018
H 0.2097 -2.4025 0.5852 1.152 -0.871 1.648
H 2.2946 -0.0298 1.2556 0.453 0.323 2.103
H 1.8443 -1.2644 0.1247 0.655 -0.221 -0.290
H 2.7847 0.2947 -0.4391 -2.229 -1.463 1.753
H 1.0891 -0.3221 -2.0029 -0.088 -0.387 -0.207
H 0.9330 1.3838 -2.0336 -0.319 -0.072 0.478
H -0.5422 0.3732 -2.0032 0.060 0.159 0.272
H 1.0296 1.7131 1.5644 0.095 0.244 1.264
H 0.4225 2.7188 0.2461 0.480 -1.682 0.206
H -0.7079 1.7469 0.9921 -0.458 0.049 0.871